Record 1
Formula: C10H17NOS
Source: OMol25
Level of theory: wB97M-V/def2-TZVPD

Output
HOMO level (spin up / spin down): -0.2324 / -0.3126 Ha
calculated total energy: -25012.9810 eV
LUMO (spin up / spin down): 0.76 / -2.02 eV
frontier orbital gap (spin up / spin down): 0.260 / 0.238 Eh

The geometry in ORCA input format:
```
! RIJCOSX wB97M-V def2-TZVPD def2/J DEFGRID3
* xyz 0 3
C -0.17 -0.96 -0.17
C 1.23 -1.27 -0.13
C 0.56 1.03 0.72
C 1.94 -2.49 -0.78
C -2.29 -0.71 -1.34
C -0.99 -2.91 -1.46
C -0.63 3.28 0.75
C 1.00 2.59 2.59
C -1.35 -1.71 -0.62
C 0.54 2.44 1.05
N -0.41 0.27 0.35
O 2.81 0.56 -0.72
S 2.20 0.09 0.55
H 1.25 -2.87 -1.64
H 2.14 -3.27 -0.06
H 2.92 -2.23 -1.23
H -1.99 -0.52 -2.44
H -2.38 0.23 -0.76
H -3.32 -1.15 -1.44
H -0.59 -3.66 -0.86
H -0.44 -2.77 -2.32
H -2.03 -3.18 -1.78
H -0.48 4.34 1.24
H -1.60 2.82 1.13
H -0.65 3.25 -0.39
H 1.71 1.87 2.87
H 0.05 2.50 3.26
H 1.45 3.56 2.73
H -1.93 -1.94 0.42
H 1.46 2.83 0.48
*
```

Results of the natural (NBO) charge analysis, in e, for atoms 1 through 4: 0.205, -0.116, 0.115, -0.685

---

Record 2
Formula: C22H31N6RhS
Source: OMol25
Level of theory: wB97M-V/def2-TZVPD

Output
HOMO level (spin up / spin down): -0.5128 / -0.5431 Ha
calculated total energy: -46085.0398 eV
LUMO (spin up / spin down): -5.19 / -8.19 eV
frontier orbital gap (spin up / spin down): 0.322 / 0.242 Eh

The geometry in ORCA input format:
```
! RIJCOSX wB97M-V def2-TZVPD def2/J DEFGRID3
* xyz 2 5
Rh -0.25 0.25 -0.13
C 3.92 -0.82 3.33
C 2.44 -0.92 3.42
N 1.76 -1.42 4.39
N 0.45 -1.29 4.00
C 0.30 -0.73 2.82
S -1.14 -0.39 1.97
N 1.57 -0.48 2.43
N 1.87 0.12 1.21
H 4.35 -1.14 4.28
H 4.24 0.20 3.13
H 4.31 -1.48 2.55
H -0.28 -1.61 4.62
H 2.21 1.07 1.37
H 2.59 -0.41 0.74
C -3.90 -2.78 -4.80
C -3.37 -1.95 -3.67
C -4.20 -1.02 -3.01
C -3.75 -0.22 -1.94
C -4.66 0.75 -1.25
C -2.44 -0.38 -1.57
C -1.54 -1.30 -2.19
C -2.06 -2.09 -3.26
N -0.31 -1.30 -1.66
C 0.90 -2.08 -1.95
C 2.02 -1.06 -2.25
C 3.38 -1.76 -2.38
C 3.31 -2.76 -3.54
C 2.21 -3.79 -3.24
C 2.55 -4.54 -1.95
C 2.61 -3.54 -0.79
C 3.70 -2.50 -1.08
C 1.25 -2.85 -0.66
C 0.85 -3.09 -3.10
H -4.95 -2.56 -5.00
H -3.82 -3.84 -4.58
H -3.34 -2.59 -5.71
H -5.23 -0.92 -3.33
H -5.66 0.75 -1.69
H -4.27 1.77 -1.30
H -4.77 0.49 -0.19
H -2.06 0.22 -0.73
H -1.44 -2.81 -3.77
H 2.05 -0.30 -1.46
H 1.77 -0.54 -3.18
H 4.15 -1.01 -2.58
H 4.27 -3.26 -3.66
H 3.09 -2.23 -4.47
H 2.15 -4.49 -4.07
H 3.51 -5.05 -2.06
H 1.79 -5.30 -1.75
H 2.83 -4.07 0.14
H 4.67 -2.99 -1.16
H 3.78 -1.79 -0.24
H 1.25 -2.16 0.19
H 0.47 -3.59 -0.47
H 0.09 -3.84 -2.91
H 0.61 -2.57 -4.04
N -0.49 3.33 -0.91
C -0.17 2.28 -0.59
H -0.70 4.29 -1.16
*
```

Results of the natural (NBO) charge analysis, in e, for atoms 1 through 4: 0.876, -0.679, 0.376, -0.194

---

Record 3
Formula: C5H39N2O14
Source: OMol25
Level of theory: wB97M-V/def2-TZVPD

Output
HOMO level: -0.2299 Ha
calculated total energy: -37461.9411 eV
LUMO: 2.16 eV
frontier orbital gap: 0.309 Eh

The geometry in ORCA input format:
```
! RIJCOSX wB97M-V def2-TZVPD def2/J DEFGRID3
* xyz -1 1
N -0.58 -1.14 0.02
C 0.84 -0.90 0.42
C 1.73 -1.92 -0.29
C 1.76 -1.88 -1.83
O 0.74 -2.90 -2.16
C 0.95 -1.00 2.01
N 0.72 0.38 2.44
C 1.94 0.92 3.20
H -0.96 -0.47 -0.67
H -0.66 -2.00 -0.35
H 1.24 0.06 0.05
H 1.31 -2.87 -0.11
H 2.75 -1.82 0.17
H 2.79 -2.09 -2.15
H 1.18 -1.06 -2.27
H 0.08 -1.73 2.44
H 1.97 -1.42 2.22
H 0.43 1.00 1.60
H 2.92 0.99 2.68
H 1.99 0.18 4.07
H 1.73 1.83 3.84
H -1.68 4.69 1.31
H -0.85 3.68 2.32
O -1.44 4.44 2.27
H -2.60 -0.12 -0.05
H -2.07 1.13 -0.31
O -2.94 0.74 -0.17
H 4.47 2.98 1.72
H 3.54 1.90 0.99
O 4.45 2.11 1.39
H 2.53 1.67 -0.70
H 1.06 1.85 -0.34
O 1.99 2.01 -0.02
H -1.92 -0.20 -3.88
H 0.98 -3.50 -2.72
O -1.47 -0.78 -4.58
H -1.38 -4.42 -0.70
H -1.17 -3.57 -1.88
O -1.72 -3.67 -1.09
H 0.02 4.48 -0.65
H -0.97 3.14 -0.70
O -0.89 4.23 -0.44
H -0.04 -4.21 2.40
H -0.98 -2.97 1.96
O -0.88 -3.86 2.49
H 1.78 -2.37 4.07
H 2.79 -1.97 4.93
O 2.26 -2.72 4.79
H 0.48 1.28 -4.24
H 1.15 -0.06 -4.07
O 1.33 0.89 -4.14
H -1.36 1.61 -2.14
H -2.74 1.04 -2.16
O -2.01 1.22 -2.82
H -5.43 1.59 0.12
H -4.58 0.47 0.64
O -5.49 0.76 0.62
H -0.84 -0.23 -5.00
H 0.24 1.62 -1.79
O -0.39 1.78 -1.03
*
```

Results of the natural (NBO) charge analysis, in e, for atoms 1 through 4: -0.896, -0.066, -0.430, -0.096